Entry 1:
{"formula": "C40H44As3Cl4CrN3O2S2", "method": "ωB97M-V/def2-TZVPD", "elements": ["Cr", "Cl", "C", "C", "Cl", "C", "Cl", "C", "O", "C", "O", "C", "Cl", "C", "As", "C", "C", "C", "C", "C", "As", "C", "C", "C", "As", "C", "C", "H", "H", "H", "H", "H", "H", "H", "H", "H", "H", "H", "H", "H", "H", "H", "H", "H", "H", "H", "H", "H", "H", "H", "H", "H", "H", "H", "S", "C", "C", "C", "C", "C", "C", "N", "C", "C", "C", "C", "C", "C", "C", "C", "N", "C", "C", "C", "C", "C", "S", "C", "H", "H", "H", "H", "H", "H", "H", "H", "H", "H", "H", "H", "C", "C", "C", "N", "H", "H", "H", "H", "H"], "xyz": [[-0.29985, -0.05153, 0.63077], [-5.97615, 1.33139, 4.01465], [-4.38571, 0.80449, 3.60889], [-3.48781, 0.45038, 4.60770], [-3.95730, 0.54957, 6.26432], [-2.19763, 0.02130, 4.27240], [-1.06089, -0.41361, 5.49639], [-1.78962, -0.03918, 2.94485], [-0.60588, -0.44966, 2.54786], [-2.70117, 0.35689, 1.92569], [-2.23431, 0.31608, 0.68874], [-3.98713, 0.75190, 2.26676], [-5.05847, 1.23248, 0.99828], [0.19015, -4.06229, 0.52008], [-0.93405, -2.45065, 0.40156], [-2.10079, -2.97386, 1.86868], [-2.25074, -2.81384, -1.00897], [-1.84812, -2.59004, -2.46998], [-3.01401, -3.11365, -3.32646], [-1.70625, -1.09912, -2.80225], [-0.56124, 0.22769, -1.84401], [-1.42800, 1.71918, -2.76807], [1.05289, 0.17862, -2.95146], [-0.55448, -3.37442, -2.77696], [-0.26123, -3.98635, -4.64962], [1.07037, -2.65484, -5.21471], [1.02518, -5.39023, -4.15676], [-0.43529, -4.94834, 0.42300], [0.62719, -4.04730, 1.51897], [0.99421, -4.09512, -0.21275], [-2.39549, -4.01462, 1.73858], [-2.98820, -2.34464, 1.90156], [-1.55562, -2.86115, 2.80403], [-3.08270, -2.15053, -0.74992], [-2.59308, -3.84365, -0.87619], [-3.95561, -2.66414, -3.00472], [-3.09756, -4.19885, -3.23641], [-2.86159, -2.87181, -4.37806], [-2.69877, -0.64674, -2.71543], [-1.40317, -1.01295, -3.85050], [-1.80282, 1.37842, -3.73259], [-0.69971, 2.50957, -2.90984], [-2.25174, 2.10710, -2.17077], [0.80062, 0.36305, -3.99452], [1.57241, -0.77461, -2.86401], [1.71634, 0.96856, -2.59701], [-0.56977, -4.29767, -2.19032], [0.32156, -2.80125, -2.45024], [0.60088, -1.68605, -5.38268], [1.51549, -2.98170, -6.15455], [1.85820, -2.55145, -4.46850], [0.49668, -6.22149, -3.69058], [1.76521, -5.00321, -3.45736], [1.53615, -5.76714, -5.04226], [3.53747, -3.46913, -2.00629], [4.92019, -3.99793, -2.88539], [6.00250, -3.22926, -2.60690], [5.72485, -2.19302, -1.67983], [4.42150, -2.17079, -1.25034], [3.77415, -1.22285, -0.37206], [2.39190, -1.21262, -0.22396], [1.70994, -0.29454, 0.45342], [2.42825, 0.71747, 1.06459], [3.84881, 0.72229, 1.07827], [4.49653, 1.75244, 1.85140], [3.78531, 2.68266, 2.52229], [2.34847, 2.70313, 2.48498], [1.56316, 3.57999, 3.20679], [0.15810, 3.47506, 3.15120], [-0.37720, 2.53840, 2.26301], [0.34128, 1.70413, 1.54181], [1.69941, 1.71971, 1.69234], [-0.72515, 4.27456, 3.98303], [-2.07965, 4.14732, 4.16907], [-2.60399, 5.04227, 5.13212], [-1.65613, 5.85409, 5.66803], [-0.10367, 5.53649, 5.00662], [4.51267, -0.24161, 0.34983], [4.83441, -4.84522, -3.54598], [6.97853, -3.39021, -3.04143], [6.45507, -1.45967, -1.37128], [1.80036, -1.99759, -0.68551], [5.57901, 1.75431, 1.89042], [4.28370, 3.43475, 3.12242], [2.02202, 4.32996, 3.83989], [-1.45029, 2.49435, 2.12022], [-2.68273, 3.41408, 3.64936], [-3.64414, 5.06401, 5.42313], [-1.76444, 6.61537, 6.42301], [5.59443, -0.26057, 0.33937], [-2.05615, 5.87365, -0.06509], [-0.60726, 5.49903, 0.26608], [-0.23601, 4.21767, -0.31531], [0.05648, 3.20542, -0.77213], [-2.31731, 6.80494, 0.43430], [-2.74438, 5.09666, 0.26539], [-2.18391, 6.01358, -1.13794], [-0.46517, 5.44451, 1.34678], [0.07753, 6.25372, -0.12502]], "mulliken_spin": [3.064, 0.000, 0.002, 0.003, 0.001, -0.002, 0.001, 0.009, -0.010, 0.009, -0.087, 0.001, 0.001, -0.014, -0.011, 0.007, 0.016, -0.002, -0.001, -0.003, 0.072, 0.006, 0.018, -0.002, 0.000, 0.000, 0.000, -0.002, -0.002, 0.005, -0.001, -0.001, 0.000, -0.002, 0.000, 0.000, 0.000, 0.000, -0.003, 0.003, -0.002, 0.000, 0.000, -0.002, -0.001, -0.005, 0.000, 0.006, 0.000, 0.000, 0.000, 0.000, -0.001, 0.000, 0.011, 0.042, -0.020, 0.079, -0.064, 0.035, 0.050, 0.046, 0.126, -0.027, 0.022, -0.055, 0.038, 0.026, 0.060, 0.017, 0.100, 0.114, -0.041, 0.054, -0.023, 0.043, 0.007, 0.260, 0.004, 0.000, 0.010, -0.035, -0.002, -0.002, 0.015, -0.028, 0.013, 0.000, 0.003, 0.034, 0.001, 0.001, 0.009, 0.006, 0.000, 0.000, 0.000, 0.003, 0.001], "homo_lumo_gap_ha": [0.1853, 0.2463], "homo_energy_ev": [-5.06, -7.23], "multiplicity": 5, "s2": 6.0668, "total_charge": 0, "e_tot_ev": -333458.8434}

Entry 2:
{"formula": "C40H44AsCdCl2N4PS", "method": "ωB97M-V/def2-TZVPD", "elements": ["Cd", "C", "C", "N", "N", "C", "S", "N", "N", "H", "H", "H", "H", "H", "H", "Cl", "C", "Cl", "H", "H", "C", "C", "C", "C", "C", "C", "C", "C", "C", "C", "H", "H", "H", "H", "H", "H", "H", "H", "H", "H", "H", "H", "C", "C", "As", "C", "C", "C", "C", "C", "C", "C", "C", "C", "C", "C", "C", "P", "C", "C", "C", "C", "C", "C", "C", "C", "C", "C", "C", "C", "H", "H", "H", "H", "H", "H", "H", "H", "H", "H", "H", "H", "H", "H", "H", "H", "H", "H", "H", "H", "H", "H", "H", "H"], "xyz": [[4.11207, 3.07288, 1.89594], [-1.12761, 6.25228, -1.99929], [-0.18584, 5.26665, -1.35889], [0.20196, 5.34764, -0.15202], [1.19899, 4.32789, -0.06004], [1.46751, 3.71733, -1.27287], [2.76698, 2.76575, -1.74176], [0.46371, 4.31678, -2.05484], [0.18494, 3.99845, -3.35814], [-1.26154, 7.10578, -1.35412], [-2.11444, 5.79709, -2.09789], [-0.75779, 6.54081, -2.97193], [1.69501, 4.23956, 0.78674], [1.08091, 3.77013, -3.68682], [-0.45553, 3.22107, -3.32839], [4.99118, -3.19301, 0.00012], [4.85413, -3.33628, 1.73553], [3.25880, -3.91476, 2.17551], [5.08186, -2.32001, 2.02189], [5.56560, -4.03194, 2.13291], [6.66807, -0.34294, 3.56997], [6.32075, 0.62848, 2.40511], [7.06213, 1.96009, 2.64472], [4.80508, 0.83804, 2.37763], [6.73111, 0.10309, 1.04450], [6.12358, 0.61452, -0.13852], [6.41844, 0.08117, -1.42870], [7.31581, -0.93077, -1.55242], [7.97321, -1.43179, -0.40490], [7.72669, -0.91938, 0.87047], [6.57122, 0.14139, 4.55666], [7.63414, -0.79722, 3.55992], [5.99133, -1.25548, 3.60997], [6.68166, 2.49057, 3.54470], [7.01193, 2.63622, 1.77118], [8.07337, 1.69923, 2.89482], [4.24543, 0.00061, 2.01169], [5.35686, 1.36573, -0.17217], [5.88106, 0.43427, -2.28554], [7.57949, -1.50700, -2.45359], [8.62073, -2.34994, -0.51674], [8.29170, -1.34872, 1.73223], [-1.99840, -0.99024, -1.67977], [-2.53253, -1.93169, -0.57085], [-3.06677, -3.62095, -1.40999], [-4.66767, -2.76078, -2.23994], [-5.50238, -1.95338, -1.47162], [-6.30373, -1.01822, -2.12836], [-6.38275, -1.08774, -3.52383], [-5.68299, -2.01780, -4.19710], [-4.85419, -2.91445, -3.58822], [-3.98330, -4.30501, 0.16787], [-3.31128, -4.47172, 1.41018], [-4.01713, -4.99171, 2.50087], [-5.28325, -5.45871, 2.34959], [-5.94843, -5.31799, 1.10672], [-5.35577, -4.74098, 0.03222], [-1.61213, 0.76618, -1.24525], [-0.54620, 0.80604, 0.23464], [0.33149, -0.25641, 0.54879], [1.23665, -0.13381, 1.62377], [1.20366, 1.04447, 2.40041], [0.35083, 2.12162, 2.03029], [-0.46170, 1.99059, 0.94097], [-3.19601, 1.36706, -0.53338], [-3.98112, 2.03521, -1.49794], [-5.26758, 2.40954, -1.27233], [-5.87882, 2.08980, -0.03931], [-5.13597, 1.40015, 0.88103], [-3.85153, 0.92056, 0.65984], [-2.77384, -0.79894, -2.42036], [-1.12102, -1.29169, -2.20028], [-3.45551, -1.46761, -0.39000], [-1.75106, -1.86522, 0.36164], [-5.27121, -1.98256, -0.41827], [-6.71522, -0.12158, -1.52124], [-6.82041, -0.20599, -4.08992], [-5.77048, -2.02700, -5.27042], [-4.14175, -3.43270, -4.25038], [-2.32956, -4.00810, 1.60560], [-3.55301, -4.97691, 3.48058], [-5.79961, -5.84719, 3.19215], [-6.93013, -5.80463, 0.95398], [-5.90436, -4.60580, -0.88032], [0.14954, -1.19409, 0.01096], [1.99134, -0.91989, 1.84562], [1.84305, 1.15220, 3.24475], [0.28599, 3.07963, 2.62127], [-1.14651, 2.77514, 0.65159], [-3.54087, 2.38498, -2.40812], [-5.78365, 3.00601, -2.01367], [-6.86622, 2.51137, 0.25978], [-5.70335, 1.22439, 1.81070], [-3.29791, 0.38228, 1.38245]], "mulliken_charge": [0.176, -1.183, 1.160, -0.886, 0.451, -0.160, -0.366, 0.594, -1.114, 0.390, 0.217, 0.320, 0.063, 0.230, 0.283, -0.143, 0.568, -0.167, -0.667, 0.361, -1.421, 3.401, -2.034, -3.188, 0.520, 0.009, -0.766, -0.441, -0.456, -0.294, 0.361, 0.445, 0.219, 0.475, 0.364, 0.436, 1.217, -0.123, 0.416, 0.333, 0.264, 0.126, -1.426, 0.580, 0.250, 0.340, -0.248, -0.455, -0.547, -0.333, -0.705, 0.504, -0.368, -0.482, -0.525, -0.557, -0.304, 0.050, 1.085, -0.594, -0.831, -0.682, -0.850, -0.563, 0.741, -0.663, -0.439, -0.474, -0.489, -0.649, 0.441, 0.657, -0.552, 0.075, 0.636, 0.282, 0.273, 0.393, 0.279, 0.262, 0.361, 0.406, 0.296, 0.423, 0.410, 0.379, 0.681, 0.380, 0.445, 0.399, 0.455, 0.344, 0.310, 0.617], "homo_lumo_gap_ha": [0.2288, 0.2570], "homo_energy_ev": [-7.48, -6.98], "total_charge": 0, "e_tot_ev": -158718.8978}